w) A 12-piece molecular cluster, C48H96O24 overall, computed with ωB97M-V with the def2-TZVPD basis set.

E_LUMO	0.013	Ha
Kohn-Sham gap	10.3	eV
multiplicity	1
HOMO level	-9.934	eV
SMILES	CCOC(C)=O.CCOC(C)=O.CCOC(C)=O.CCOC(C)=O.CCOC(C)=O.CCOC(C)=O.CCOC(C)=O.CCOC(C)=O.CCOC(C)=O.CCOC(C)=O.CCOC(C)=O.CCOC(C)=O

CARTESIAN COORDINATES (ANGSTROEM)
O 0.031 0.587 5.342
C 0.501 1.656 5.669
O 1.285 2.354 4.843
C 1.339 1.819 3.458
C 1.673 2.981 2.564
C 0.676 2.113 7.059
H 0.315 1.430 3.245
H 2.031 1.006 3.365
H 1.508 2.644 1.521
H 2.720 3.204 2.702
H 1.074 3.899 2.690
H -0.043 1.560 7.704
H 0.574 3.174 7.209
H 1.680 1.845 7.385
O -5.005 -4.433 3.562
C -4.264 -5.319 3.350
O -3.692 -5.580 2.113
C -3.748 -4.553 1.103
C -2.457 -3.844 0.910
C -3.884 -6.470 4.209
H -4.545 -3.797 1.293
H -3.978 -5.100 0.195
H -2.533 -3.040 0.178
H -1.630 -4.511 0.617
H -2.114 -3.278 1.774
H -2.921 -6.278 4.681
H -3.766 -7.358 3.654
H -4.601 -6.627 5.021
O 4.794 2.382 3.608
C 5.048 1.727 2.599
O 5.291 0.410 2.623
C 5.153 -0.189 3.890
C 4.702 -1.585 3.726
C 5.218 2.309 1.224
H 4.364 0.328 4.478
H 6.091 -0.121 4.473
H 4.475 -2.113 4.678
H 5.385 -2.302 3.231
H 3.818 -1.661 3.073
H 6.076 1.941 0.692
H 5.130 3.390 1.344
H 4.318 1.986 0.643
O 0.504 3.099 -6.108
C 1.111 3.353 -5.112
O 1.268 4.647 -4.710
C 0.802 5.675 -5.613
C 1.256 6.942 -5.041
C 1.731 2.359 -4.158
H -0.274 5.700 -5.692
H 1.255 5.533 -6.608
H 0.929 7.822 -5.569
H 2.329 7.036 -4.786
H 0.875 6.971 -4.010
H 2.422 2.790 -3.452
H 2.229 1.590 -4.713
H 0.907 1.998 -3.531
O 5.046 -1.180 -5.637
C 5.746 -1.276 -4.659
O 5.406 -0.917 -3.405
C 4.106 -0.414 -3.338
C 3.934 0.086 -1.927
C 7.129 -1.792 -4.693
H 3.352 -1.152 -3.641
H 4.027 0.443 -4.025
H 2.933 0.504 -1.773
H 4.602 0.932 -1.755
H 4.087 -0.679 -1.135
H 7.130 -2.888 -4.409
H 7.837 -1.374 -4.040
H 7.371 -1.753 -5.767
O -1.305 -4.340 5.095
C -0.560 -4.567 4.186
O 0.025 -3.574 3.529
C -0.162 -2.234 4.099
C -1.474 -1.658 3.615
C -0.120 -5.988 3.808
H 0.620 -1.587 3.689
H -0.125 -2.271 5.164
H -1.656 -0.693 4.139
H -2.362 -2.302 3.773
H -1.434 -1.318 2.576
H 0.908 -6.170 4.150
H -0.138 -6.106 2.716
H -0.721 -6.814 4.184
O -5.542 0.233 -1.022
C -4.388 0.280 -1.315
O -3.716 1.408 -1.734
C -4.322 2.635 -1.547
C -3.728 3.535 -0.507
C -3.483 -0.822 -1.259
H -5.367 2.465 -1.289
H -4.306 3.166 -2.475
H -4.414 4.375 -0.355
H -2.743 3.916 -0.718
H -3.654 3.042 0.483
H -3.904 -1.662 -1.755
H -3.216 -1.023 -0.233
H -2.478 -0.649 -1.713
O 2.269 3.024 -1.024
C 2.189 4.213 -1.007
O 0.975 4.727 -0.654
C 0.637 6.071 -1.042
C -0.816 6.238 -0.811
C 3.266 5.198 -1.342
H 0.802 6.252 -2.101
H 1.229 6.819 -0.441
H -1.372 5.502 -1.397
H -1.074 7.304 -0.920
H -1.021 5.900 0.212
H 3.130 5.615 -2.327
H 4.167 4.605 -1.297
H 3.335 5.950 -0.560
O 0.562 -6.627 0.160
C -0.550 -6.960 -0.164
O -1.188 -6.450 -1.195
C -0.512 -5.531 -2.062
C -1.391 -4.421 -2.519
C -1.454 -7.947 0.572
H -0.107 -6.089 -2.856
H 0.389 -5.059 -1.579
H -0.789 -3.850 -3.188
H -1.671 -3.693 -1.806
H -2.217 -4.772 -3.112
H -2.105 -7.363 1.242
H -0.844 -8.544 1.242
H -2.002 -8.553 -0.166
O 1.807 -0.665 1.122
C 1.122 -1.378 0.390
O 0.437 -0.866 -0.670
C 0.523 0.601 -0.774
C -0.587 1.321 0.008
C 0.956 -2.906 0.480
H 0.406 0.767 -1.871
H 1.434 1.026 -0.357
H -1.597 1.078 -0.281
H -0.497 2.408 -0.004
H -0.512 0.910 1.033
H 0.109 -3.259 -0.144
H 0.905 -3.237 1.506
H 1.941 -3.287 0.200
O -0.757 -1.042 -3.745
C -1.000 -1.349 -4.882
O -2.019 -0.750 -5.483
C -2.884 0.195 -4.776
C -2.360 1.606 -4.950
C -0.277 -2.375 -5.793
H -2.905 -0.065 -3.705
H -3.819 -0.017 -5.219
H -3.057 2.245 -4.452
H -2.406 1.869 -6.030
H -1.355 1.691 -4.543
H 0.710 -2.657 -5.403
H -0.207 -1.950 -6.787
H -0.879 -3.271 -5.877
O -3.435 0.503 1.958
C -4.137 1.101 2.755
O -3.695 2.222 3.385
C -2.347 2.652 3.192
C -2.315 4.112 3.137
C -5.473 0.526 3.211
H -1.931 2.194 2.282
H -1.780 2.306 4.076
H -3.083 4.469 2.467
H -1.333 4.488 2.851
H -2.633 4.483 4.124
H -5.171 -0.278 3.907
H -5.907 -0.056 2.414
H -6.199 1.151 3.725

***

x) A 12-piece molecular cluster, C48H96O24 overall, computed with ωB97M-V with the def2-TZVPD basis set.

E_LUMO	0.001	Ha
Kohn-Sham gap	9.5	eV
multiplicity	1
HOMO level	-9.512	eV
SMILES	CCOC(=O)OC.CCOC(=O)OC.CCOC(=O)OC.CCOC(=O)OC.CCOC(=O)OC.CCOC(=O)OC.C1CCOC1.C1CCOC1.C1CCOC1.C1CCOC1.C1CCOC1.C1CCOC1

CARTESIAN COORDINATES (ANGSTROEM)
C 2.729 -11.386 -5.651
C 2.252 -9.890 -5.474
O 1.936 -9.573 -4.123
C 2.899 -9.024 -3.318
O 4.116 -8.892 -3.579
O 2.274 -8.680 -2.208
C 2.936 -8.292 -1.016
H 3.459 -11.679 -4.896
H 3.117 -11.557 -6.655
H 1.907 -12.092 -5.535
H 1.373 -9.728 -6.097
H 3.066 -9.222 -5.754
H 4.014 -8.226 -1.162
H 2.845 -9.101 -0.290
H 2.511 -7.386 -0.586
C 8.167 -0.050 1.354
C 6.717 0.378 1.618
O 6.434 1.364 0.719
C 6.114 1.067 -0.566
O 5.813 -0.019 -0.999
O 6.081 2.196 -1.264
C 5.545 2.250 -2.600
H 8.846 0.589 1.918
H 8.392 -0.020 0.288
H 8.321 -1.075 1.693
H 6.678 0.881 2.585
H 6.003 -0.445 1.608
H 5.426 3.260 -2.992
H 4.724 1.534 -2.626
H 6.250 1.933 -3.368
C 3.703 -2.505 -7.913
C 3.758 -1.025 -8.167
O 3.425 -0.688 -9.539
C 3.300 0.553 -9.875
O 3.774 1.515 -9.309
O 2.437 0.658 -10.892
C 1.845 1.885 -11.290
H 4.292 -2.942 -8.719
H 2.671 -2.829 -8.048
H 4.112 -2.716 -6.925
H 4.746 -0.662 -7.886
H 3.100 -0.464 -7.503
H 2.581 2.687 -11.343
H 1.038 2.075 -10.582
H 1.357 1.807 -12.262
C -1.264 -2.624 -2.316
C -0.324 -2.024 -1.229
O -0.657 -0.683 -0.954
C -0.153 -0.130 0.133
O 0.398 -0.775 1.071
O -0.349 1.197 0.167
C -0.931 1.955 -0.912
H -2.118 -3.096 -1.830
H -0.789 -3.406 -2.910
H -1.594 -1.875 -3.035
H 0.692 -2.171 -1.595
H -0.406 -2.625 -0.324
H -0.262 1.724 -1.741
H -0.862 2.990 -0.579
H -1.928 1.604 -1.176
C 3.893 -3.235 7.964
C 5.383 -2.984 7.529
O 6.267 -3.328 8.561
C 7.550 -2.807 8.523
O 8.098 -2.166 7.614
O 8.119 -3.220 9.657
C 9.469 -2.888 9.841
H 3.694 -4.273 8.230
H 3.162 -2.951 7.207
H 3.728 -2.678 8.887
H 5.359 -1.908 7.361
H 5.598 -3.525 6.607
H 10.023 -3.407 9.060
H 9.860 -3.278 10.781
H 9.613 -1.808 9.868
C 0.828 7.074 -3.878
C 0.261 6.744 -5.351
O -0.228 5.413 -5.398
C -1.098 5.014 -6.364
O -1.725 5.693 -7.183
O -1.290 3.776 -6.135
C -2.206 2.928 -6.763
H 1.277 6.165 -3.479
H -0.046 7.195 -3.239
H 1.464 7.960 -3.883
H 1.103 6.662 -6.039
H -0.458 7.461 -5.746
H -3.204 3.332 -6.595
H -2.101 1.921 -6.358
H -1.952 3.007 -7.820
C -1.951 2.967 7.074
C -2.622 2.144 8.183
C -4.026 2.668 8.173
O -4.181 3.343 6.955
C -3.146 3.187 6.090
H -1.083 2.581 6.540
H -1.645 3.944 7.448
H -2.289 2.301 9.209
H -2.641 1.105 7.852
H -4.288 3.323 9.004
H -4.733 1.843 8.260
H -2.941 4.138 5.597
H -3.389 2.347 5.440
C 5.126 6.728 4.815
C 3.880 5.928 4.517
C 3.614 6.329 3.110
O 4.642 7.170 2.593
C 5.788 6.805 3.399
H 5.812 6.370 5.581
H 4.949 7.724 5.221
H 3.131 6.310 5.210
H 4.118 4.877 4.680
H 2.679 6.855 2.919
H 3.683 5.474 2.437
H 6.610 7.521 3.406
H 6.296 5.899 3.071
C -7.982 3.636 -0.728
C -7.728 4.394 -2.007
C -8.698 3.839 -3.039
O -8.584 2.409 -2.716
C -8.256 2.210 -1.341
H -8.784 4.054 -0.119
H -7.049 3.659 -0.164
H -6.709 4.185 -2.335
H -7.804 5.479 -1.940
H -8.264 3.842 -4.039
H -9.692 4.285 -3.089
H -7.384 1.559 -1.283
H -9.157 1.829 -0.860
C -5.820 -11.590 -5.367
C -5.564 -10.106 -5.502
C -4.191 -10.068 -6.038
O -3.901 -11.334 -6.523
C -5.058 -12.107 -6.595
H -6.886 -11.809 -5.437
H -5.340 -11.883 -4.433
H -5.677 -9.544 -4.575
H -6.178 -9.594 -6.244
H -3.535 -9.822 -5.203
H -4.205 -9.284 -6.794
H -4.731 -13.142 -6.698
H -5.594 -11.945 -7.530
C -5.530 -3.625 5.543
C -4.829 -4.988 5.635
C -4.127 -5.189 4.281
O -4.910 -4.417 3.376
C -5.306 -3.205 4.088
H -5.168 -2.869 6.239
H -6.602 -3.797 5.641
H -5.592 -5.760 5.735
H -4.106 -5.123 6.440
H -4.104 -6.255 4.055
H -3.056 -4.988 4.280
H -6.260 -2.855 3.693
H -4.501 -2.480 3.966
C -3.478 10.451 4.065
C -4.895 10.590 4.433
C -4.842 11.531 5.615
O -3.671 11.024 6.328
C -2.757 10.436 5.414
H -3.090 11.312 3.522
H -3.238 9.526 3.540
H -5.302 9.622 4.724
H -5.420 10.985 3.563
H -5.745 11.538 6.225
H -4.745 12.590 5.372
H -2.457 9.443 5.748
H -1.864 11.051 5.297

***

Which one sits at the bottom of the stability order? x) does.

***

w) An isolated ion of composition C5H9FN and charge +1, computed with ωB97M-V with the def2-TZVPD basis set.

net charge	+1
E_LUMO	-0.185	Ha
Kohn-Sham gap	10.7	eV
multiplicity	1
HOMO level	-15.753	eV
SMILES	C#[N+][C@](C)(F)CC

CARTESIAN COORDINATES (ANGSTROEM)
C 0.807 -1.626 -1.631
C -2.081 -0.192 0.522
C 2.015 0.712 0.332
C -0.913 0.705 0.066
C 0.395 -0.014 0.252
N 0.727 -0.824 -0.850
F 0.367 -0.959 1.233
H 1.117 -2.070 -2.573
H -2.118 -0.973 -0.185
H -1.984 -0.483 1.539
H -2.989 0.391 0.372
H 1.790 1.634 -0.084
H 2.192 0.813 1.341
H 2.872 0.172 -0.197
H -1.032 1.515 0.785
H -1.164 1.198 -0.923

***

x) C5H9FN as an isolated structure, computed with ωB97M-V with the def2-TZVPD basis set.

net charge	+1
E_LUMO	-0.248	Ha
Kohn-Sham gap	9.2	eV
multiplicity	1
HOMO level	-15.955	eV

CARTESIAN COORDINATES (ANGSTROEM)
C 1.163 1.547 -0.332
C -1.063 0.739 -0.252
C -0.332 -0.913 1.429
C 0.667 -0.680 -1.021
C -0.457 -0.619 -0.049
N 1.565 0.369 -0.822
F 1.707 2.670 -0.167
H -0.038 1.573 -0.171
H -1.395 0.763 -1.298
H -1.656 1.071 0.538
H 0.256 -1.852 1.678
H -1.286 -1.106 1.873
H 0.196 -0.083 1.992
H 1.380 -1.536 -1.024
H 0.393 -0.592 -1.998
H -1.099 -1.351 -0.377

***

y) A 2-piece molecular cluster, C5H9FN overall, computed with ωB97M-V with the def2-TZVPD basis set.

net charge	+1
E_LUMO (alpha / beta)	-0.193 / -0.261	Ha
Kohn-Sham gap (alpha / beta)	9.5 / 4.6	eV
multiplicity	1
HOMO level (alpha / beta)	-14.794 / -11.683	eV

CARTESIAN COORDINATES (ANGSTROEM)
C -0.904 -2.765 0.301
C -1.470 1.740 0.345
C 3.443 -0.234 0.028
C -1.587 0.524 -0.590
C -0.493 -0.447 -0.386
N -0.644 -1.621 0.112
F 0.766 -0.064 -0.619
H -1.049 -3.465 1.090
H -2.302 2.407 0.147
H -1.514 1.435 1.386
H -0.545 2.281 0.169
H 3.440 -0.367 1.092
H 3.511 -1.084 -0.625
H 3.426 0.754 -0.391
H -1.536 0.885 -1.623
H -2.541 0.020 -0.438

***

Which one sits at the bottom of the stability order? y) does.